1.
{"formula": "C10H18O2S2", "method": "the ωB97M-V functional and the def2-TZVPD basis", "symbols": ["C", "C", "S", "C", "C", "C", "C", "C", "O", "C", "C", "O", "S", "C", "H", "H", "H", "H", "H", "H", "H", "H", "H", "H", "H", "H", "H", "H", "H", "H", "H", "H"], "positions_angstrom": [[-0.61630, 2.11163, 3.66452], [-0.07449, 2.58051, 2.30480], [-0.95135, 1.87608, 0.88107], [-0.69878, 0.08968, 1.17308], [0.74172, -0.38770, 0.90461], [1.25724, -0.15844, -0.51198], [0.63266, -1.03760, -1.57181], [1.29782, -0.86955, -2.93157], [0.75204, -1.72120, -3.92648], [-0.61522, -2.03712, -3.72257], [-1.33067, -0.94296, -2.95498], [-0.75990, -0.74458, -1.67173], [-1.31703, -0.46476, 2.79036], [-0.39252, 0.62005, 3.90554], [-1.67785, 2.32762, 3.76167], [-0.11927, 2.65898, 4.45313], [0.98702, 2.35160, 2.20286], [-0.21437, 3.66465, 2.19739], [-1.35188, -0.41036, 0.45595], [0.76243, -1.46729, 1.12122], [1.40045, 0.10341, 1.61509], [2.36491, -0.35355, -0.51860], [1.09499, 0.91337, -0.81508], [0.75510, -2.06746, -1.27754], [2.35035, -1.12081, -2.87335], [1.21750, 0.18196, -3.24081], [-1.03808, -2.20138, -4.69218], [-0.70115, -2.99325, -3.18892], [-1.26931, -0.02200, -3.52669], [-2.39666, -1.20264, -2.79559], [0.65965, 0.37644, 3.86173], [-0.74902, 0.34670, 4.92685]], "forces_ev_per_a": [[0.070, -0.362, -0.452], [-0.435, -0.007, 0.206], [-0.071, -0.263, 0.042], [0.136, -0.018, -0.073], [-0.418, -0.236, 0.002], [0.723, 1.002, -0.343], [0.086, 0.224, -0.493], [-0.056, 0.249, 0.055], [0.011, 0.047, 0.047], [0.159, -0.242, 0.714], [-0.356, -0.437, -0.060], [-0.116, 0.028, 0.217], [0.009, 0.117, -0.084], [-0.557, 0.017, 0.680], [-0.140, 0.070, -0.197], [0.313, 0.240, 0.267], [0.065, 0.111, 0.130], [0.143, -0.273, -0.001], [-0.056, 0.207, 0.076], [0.072, 0.252, 0.051], [0.217, -0.003, 0.097], [-0.903, 0.196, -0.022], [0.230, -0.874, 0.328], [-0.025, -0.734, 0.207], [0.236, 0.012, 0.122], [-0.027, -0.033, -0.006], [-0.419, 0.104, -0.622], [0.037, 0.080, 0.139], [-0.106, 0.309, -0.146], [0.558, 0.147, -0.159], [0.374, -0.069, 0.003], [0.247, 0.137, -0.727]], "e_lumo_ev": 0.80, "spin_multiplicity": 1, "e_homo_ha": -0.302, "orbital_gap_ev": 9.029, "smiles": "C1CSC(CC[C@@H]2COCCO2)SC1", "de_lowest_kj_mol": 0.0}

***

2.
{"formula": "C10H19BN6OSSbSe4Ti", "method": "the ωB97M-V functional and the def2-TZVPD basis", "symbols": ["Ti", "B", "N", "C", "C", "C", "N", "N", "C", "C", "C", "N", "H", "H", "H", "H", "H", "H", "H", "H", "Se", "Sb", "Se", "Se", "Se", "C", "C", "C", "O", "H", "H", "H", "H", "H", "H", "H", "N", "C", "N", "S", "H", "H", "H", "H"], "positions_angstrom": [[0.42919, 0.22653, -0.08588], [0.93716, 2.05598, 2.67518], [1.73328, 0.70623, 2.63936], [2.53296, 0.21850, 3.58834], [3.10771, -0.96086, 3.13791], [2.56147, -1.14469, 1.87435], [1.75192, -0.12706, 1.57502], [-0.56260, 1.78353, 2.33537], [-1.63257, 2.15026, 3.04689], [-2.78019, 1.82921, 2.34041], [-2.31366, 1.22530, 1.17806], [-0.97997, 1.21240, 1.18325], [1.40726, 2.82096, 1.87258], [0.98422, 2.46464, 3.80884], [2.64023, 0.74613, 4.52073], [3.79577, -1.60103, 3.66065], [2.68190, -1.95262, 1.17186], [-1.49982, 2.62693, 4.00320], [-3.80328, 1.99806, 2.62542], [-2.86549, 0.80171, 0.35066], [-4.16979, -3.56910, -2.91045], [-4.08158, -1.16940, -3.22318], [1.36560, -1.25801, -1.86866], [-0.75284, -0.26174, -2.18278], [-5.05408, -0.08028, -1.32150], [2.98014, 2.99975, -1.45408], [1.49798, 2.69000, -1.55478], [0.61526, 3.90360, -1.32980], [1.17674, 1.71479, -0.58686], [3.26982, 3.72088, -2.22063], [3.56276, 2.08888, -1.59169], [3.20762, 3.41723, -0.47146], [1.27403, 2.24154, -2.53046], [0.80390, 4.32235, -0.33965], [-0.43551, 3.62051, -1.39449], [0.82001, 4.66581, -2.08392], [-1.23271, -3.44420, -0.90963], [-1.68727, -2.69547, 0.09210], [-2.99628, -2.56701, 0.24732], [-0.59295, -1.95244, 1.19594], [-1.87173, -3.66488, -1.67025], [-0.25081, -3.33397, -1.12947], [-3.62871, -2.86304, -0.49659], [-3.32419, -1.87368, 0.89702]], "forces_ev_per_a": [[0.086, -0.076, 0.012], [-0.007, 0.000, 0.000], [-0.026, 0.009, 0.007], [0.051, 0.044, -0.025], [-0.066, -0.052, 0.026], [0.071, 0.029, -0.041], [-0.038, -0.019, 0.064], [0.000, -0.043, 0.020], [0.012, 0.049, -0.036], [-0.023, -0.047, 0.018], [0.006, 0.033, 0.005], [-0.081, 0.005, -0.035], [0.000, -0.003, 0.000], [-0.001, 0.001, 0.000], [0.004, 0.003, -0.003], [-0.010, -0.006, 0.002], [0.007, 0.004, -0.006], [-0.001, 0.002, 0.000], [-0.002, -0.008, 0.004], [-0.004, 0.004, -0.014], [0.031, 0.017, 0.041], [-0.006, -0.001, -0.013], [-0.047, -0.003, -0.024], [-0.022, 0.002, 0.035], [0.031, -0.015, 0.018], [0.000, 0.000, 0.001], [0.004, -0.010, -0.015], [-0.001, -0.002, 0.001], [0.068, 0.041, -0.008], [-0.001, 0.002, 0.001], [-0.001, 0.001, -0.001], [-0.002, 0.001, 0.000], [-0.001, 0.001, 0.000], [-0.001, 0.001, 0.000], [-0.002, 0.002, 0.000], [-0.002, 0.001, 0.001], [0.040, -0.003, 0.015], [0.043, 0.097, -0.050], [-0.031, -0.016, -0.020], [0.014, -0.026, 0.023], [-0.014, -0.009, -0.022], [-0.037, 0.001, 0.005], [-0.031, -0.001, -0.001], [-0.009, -0.011, 0.015]], "e_lumo_ev": 1.81, "spin_multiplicity": 1, "e_homo_ha": -0.170, "orbital_gap_ev": 6.437, "charge": -1, "de_lowest_kj_mol": 13.4}

***

3.
{"formula": "C10H19Cl3O5Si", "method": "the ωB97M-V functional and the def2-TZVPD basis", "symbols": ["C", "C", "C", "O", "O", "C", "C", "Si", "C", "O", "O", "C", "C", "O", "Cl", "H", "H", "H", "H", "H", "H", "H", "H", "H", "H", "H", "H", "H", "H", "H", "Cl", "C", "C", "Cl", "H", "H", "H", "H"], "positions_angstrom": [[-0.12482, 2.43508, -3.03668], [-0.08336, 1.54718, -4.38668], [-0.79857, 0.10934, -4.13925], [-2.04560, 0.06095, -4.32475], [-0.01518, -1.00381, -3.73450], [-0.70222, -1.80371, -2.71829], [0.42959, -2.28630, -1.68199], [0.82384, -1.03042, -0.29056], [-0.49519, -1.20999, 1.09172], [-1.03272, 0.11770, 1.42489], [-2.22631, 0.17854, 0.74759], [2.63768, -1.27832, 0.28043], [3.18022, -0.17655, 1.30523], [4.24642, -0.40088, 1.94072], [2.37114, 1.42910, 1.62363], [0.13303, 3.51775, -3.34959], [0.64538, 2.08660, -2.25088], [-1.15890, 2.41965, -2.55620], [0.98660, 1.32889, -4.72559], [-0.71624, 2.03904, -5.21782], [-1.09580, -2.75926, -3.23595], [-1.56332, -1.23591, -2.20847], [0.14065, -3.29206, -1.19405], [1.42378, -2.47236, -2.24552], [0.71627, 0.31045, -0.86261], [-1.35343, -1.84882, 0.65112], [-0.05480, -1.74952, 2.01462], [-2.09113, 0.71022, -0.08404], [2.67346, -2.29215, 0.83317], [3.29616, -1.35535, -0.66830], [-3.06283, 0.71258, 5.56040], [-1.59349, 1.09129, 4.62641], [-0.32785, 0.81588, 5.41316], [-0.12092, 1.94804, 6.77390], [-1.65157, 2.13448, 4.31138], [-1.61693, 0.46479, 3.73310], [0.54365, 0.93720, 4.76651], [-0.31668, -0.19934, 5.81371]], "forces_ev_per_a": [[0.470, 0.162, -0.402], [-0.177, -1.412, 0.359], [-2.897, 0.918, -1.016], [4.537, -0.471, 1.171], [-1.881, 2.368, 0.554], [0.327, -1.903, 0.324], [0.386, -0.586, -0.354], [-0.056, -0.562, -0.432], [0.124, -0.996, 0.030], [1.559, -1.345, 0.443], [-2.026, 0.920, -1.596], [-0.207, 0.060, 0.462], [4.793, -1.920, 1.877], [-4.821, 1.138, -2.684], [0.171, -1.417, -0.603], [-0.452, -1.734, 0.683], [-1.218, 0.500, -1.389], [1.327, 0.040, -0.791], [-1.447, 0.629, 0.438], [1.188, -0.831, 1.409], [0.288, 1.724, 0.810], [1.334, -0.792, -0.956], [0.300, 1.454, -0.870], [-1.716, 0.170, 0.611], [-0.123, 0.323, -0.063], [1.276, 0.988, 1.026], [-0.944, 1.055, -1.144], [0.330, -0.491, 1.113], [0.337, 1.643, -0.761], [-0.777, 0.351, 1.767], [-0.027, 0.027, 0.063], [0.192, -0.059, -0.178], [-0.017, -0.095, -0.198], [-0.002, -0.013, 0.042], [0.009, -0.112, 0.141], [0.053, 0.058, 0.107], [-0.119, 0.051, -0.004], [-0.094, 0.159, 0.014]], "e_lumo_ev": 0.03, "spin_multiplicity": 1, "e_homo_ha": -0.375, "orbital_gap_ev": 10.227, "smiles": "CCC(=O)OCC[Si@@H](COO)CC(=O)Cl.ClCCCl"}

***

4.
{"formula": "C10H19FN3", "method": "the ωB97M-V functional and the def2-TZVPD basis", "symbols": ["N", "C", "C", "N", "C", "C", "F", "C", "N", "C", "C", "C", "C", "C", "H", "H", "H", "H", "H", "H", "H", "H", "H", "H", "H", "H", "H", "H", "H", "H", "H", "H", "H"], "positions_angstrom": [[-2.52507, -0.70588, -2.20405], [-1.89970, -0.06998, -0.93660], [-2.61391, -0.56709, 0.35704], [-2.59969, -1.99704, 0.59248], [-1.70915, -2.71935, 0.06535], [-0.50639, -2.23603, -0.58316], [-0.54428, -2.82530, -1.88811], [-0.44539, -0.46422, -0.95104], [0.33104, 0.34090, -0.14358], [1.68625, 0.48176, -0.65573], [2.19556, 1.72093, -0.00114], [2.52986, 1.39110, 1.37071], [1.27132, 0.91992, 2.08019], [0.60093, -0.16223, 1.22283], [-2.51337, -0.06491, -3.00322], [-3.47581, -1.12790, -1.94668], [-1.86207, -1.55028, -2.44642], [-2.00340, 0.99148, -1.03455], [-2.16002, 0.15480, 1.00641], [-3.70134, -0.28344, 0.19394], [-1.78049, -3.71601, 0.07776], [0.38407, -2.62390, -0.08983], [0.02825, -0.26919, -2.02315], [1.77941, 0.48784, -1.75189], [2.23340, -0.41702, -0.47226], [1.45036, 2.55186, 0.01166], [3.00850, 2.19213, -0.58450], [3.32884, 0.67170, 1.48718], [2.94985, 2.18293, 2.06812], [1.36481, 0.50992, 3.03216], [0.52282, 1.60163, 2.27537], [1.34956, -0.90533, 1.20369], [-0.24037, -0.37463, 1.76767]], "forces_ev_per_a": [[0.559, -2.567, 0.867], [-0.402, -1.276, -0.212], [-1.203, 0.897, -2.677], [-0.435, 0.344, 0.254], [-0.164, 3.878, 0.642], [1.441, 2.875, -2.530], [0.080, 0.031, 0.086], [0.031, -2.786, -1.878], [1.028, -0.600, 1.351], [-0.479, 1.018, -1.738], [1.149, 2.310, -1.745], [0.927, 1.252, 4.491], [0.315, -1.540, -2.106], [0.985, 2.390, -0.056], [-0.450, -0.222, 0.231], [1.417, 0.972, -0.951], [-1.519, 1.515, 0.238], [-0.140, 0.588, 0.005], [-0.096, -0.317, 1.529], [1.096, -0.195, 0.728], [-0.556, -3.965, 0.387], [0.114, 0.346, -0.051], [-1.358, -1.191, 1.761], [-0.741, 0.683, 0.064], [0.906, -0.603, 0.801], [0.041, -0.913, -0.264], [0.099, -0.554, 0.399], [0.030, -0.750, -0.405], [-0.468, -0.083, -1.386], [1.066, -1.008, 1.694], [-1.269, 2.487, -0.151], [0.320, -1.739, -0.216], [-2.325, -1.278, 0.839]], "e_lumo_ev": -3.27, "spin_multiplicity": 1, "e_homo_ha": -0.462, "orbital_gap_ev": 9.310, "charge": 1, "smiles": "[NH3+][C@H]1CN=C[C@@H](F)[C@@H]1N1CCCCC1", "de_lowest_kj_mol": 160.9}